ORCA calculation (ωB97M-V/def2-TZVPD) on a molecular structure, H26O13 in a non-equilibrium geometry.

XYZ file:
```
39
Properties=species:S:1:pos:R:3:nbo_charge:R:1
O 0.27464 3.77269 0.96610 -0.97
H 0.82364 2.92369 0.73110 0.50
H -0.30536 3.64969 1.65510 0.46
O 0.02264 0.93169 3.04310 -0.97
H 0.74364 0.65269 3.73010 0.51
H 0.39964 1.41069 2.34810 0.50
O 1.70764 0.63369 -2.61490 -0.79
H 1.43064 0.82269 -1.90290 0.45
H 2.62464 1.00769 -2.54090 0.47
O -2.24136 -0.28631 -2.40390 -0.96
H -1.99636 -1.06431 -2.71290 0.50
H -2.63936 -0.15931 -1.47490 0.48
O -1.75736 -3.05431 -2.33090 -1.01
H -1.20836 -2.58931 -1.68390 0.51
H -2.66136 -3.42731 -2.09390 0.49
O -1.81536 1.16769 1.14410 -0.94
H -1.80836 1.23769 2.14310 0.49
H -2.56036 0.61969 1.03710 0.48
O -0.24036 -2.44431 0.03310 -0.96
H -0.71636 -2.68931 0.71010 0.47
H 0.64264 -2.36831 0.34510 0.49
O -0.01236 0.41969 -0.40390 -1.01
H -0.16736 -0.56031 -0.30490 0.49
H -0.72436 0.67469 0.11110 0.48
O 1.69164 1.46069 1.42010 -0.98
H 2.61464 1.17569 1.49310 0.49
H 1.22964 0.77269 0.94910 0.51
O 2.08464 -2.00131 0.68110 -0.93
H 2.69164 -1.47931 1.02010 0.47
H 2.61164 -2.72931 0.29510 0.51
O -1.35936 2.15569 -2.47190 -1.00
H -1.53336 2.61169 -1.63390 0.47
H -1.44436 1.21469 -2.50490 0.50
O -1.36236 -0.99031 2.95010 -0.97
H -0.63136 -0.36831 2.71610 0.48
H -2.13736 -0.31631 2.99710 0.43
O 2.77364 -1.22031 -2.06190 -1.00
H 2.67864 -1.13031 -1.04990 0.42
H 2.27664 -0.43731 -2.32890 0.43
```

Values from the calculation:
HOMO-LUMO gap	9.2469	eV
largest force on an atom	17.8	eV/Å
charge	0
E_tot	-993.487139	hartree



ORCA calculation (ωB97M-V/def2-TZVPD) on a gas-phase ion, C4H8NO (charge +1) in a non-equilibrium geometry.

XYZ file:
```
14
Properties=species:S:1:pos:R:3:nbo_charge:R:1
C -1.65571 0.01154 0.05228 0.23
C -0.72329 1.17747 0.36563 -0.10
C -0.51896 -0.89774 0.34936 -0.18
C 1.57194 0.13649 -0.19711 -0.32
N -2.83863 -0.06469 -0.24164 -0.53
O 0.39589 0.12025 0.65021 -0.31
H -0.36883 1.55397 -0.66107 0.26
H -0.98570 1.86719 1.27099 0.29
H -0.94989 -1.30601 1.34284 0.27
H -0.18994 -1.75681 -0.34640 0.27
H 2.19718 -0.71385 -0.06394 0.25
H 1.46154 0.00439 -1.29480 0.23
H 2.24719 1.04035 -0.04796 0.26
H -3.25428 -0.96560 -0.48949 0.39
```

Values from the calculation:
HOMO-LUMO gap	11.0427	eV
largest force on an atom	5.8	eV/Å
charge	+1
E_tot	-286.797998	hartree



ORCA calculation (ωB97M-V/def2-TZVPD) on a single C4H5NO molecule in a non-equilibrium geometry.

XYZ file:
```
11
Properties=species:S:1:pos:R:3:nbo_charge:R:1
C -1.05437 -0.64175 0.54665 -0.62
C 0.26076 0.11382 0.46260 -0.30
C -0.01143 1.41906 -0.53053 0.23
N -0.36460 2.23530 -1.28725 -0.30
C 1.29591 -0.22844 -0.53975 0.40
O 1.20286 -1.16948 -1.27751 -0.50
H -1.65179 -0.13449 1.31102 0.22
H -1.54365 -0.56258 -0.42130 0.24
H -0.99492 -1.69930 0.83367 0.24
H 0.73176 0.12824 1.48658 0.27
H 2.11993 0.52303 -0.54106 0.13
```

Values from the calculation:
HOMO-LUMO gap	11.0128	eV
largest force on an atom	2.5	eV/Å
charge	0
structure (SMILES)	C[C@H](C#N)C=O
E_tot	-285.338876	hartree



ORCA calculation (ωB97M-V/def2-TZVPD) on 2 unconnected molecules or ions with the total composition C2H5BrS in a non-equilibrium geometry.

XYZ file:
```
9
Properties=species:S:1:pos:R:3:nbo_charge:R:1
C 0.74583 -0.32694 -0.33270 -0.80
C 0.61468 1.04777 0.08060 -0.04
S -2.43974 0.19339 1.01329 -0.37
Br -2.30717 -1.64657 -0.12684 -0.07
H -0.09850 -0.86148 -0.80541 0.31
H 1.60091 -0.66276 -0.97156 0.26
H 0.60863 -0.88028 0.63556 0.26
H 0.91559 1.82129 -0.66119 0.19
H 0.35978 1.31557 1.16826 0.24
```

Values from the calculation:
HOMO-LUMO gap	5.7269	eV
largest force on an atom	2.4	eV/Å
charge	0
E_tot	-3051.259316	hartree



ORCA calculation (ωB97M-V/def2-TZVPD) on 2 unconnected molecules or ions with the total composition C5H10O2 in a non-equilibrium geometry.

XYZ file:
```
17
Properties=species:S:1:pos:R:3:nbo_charge:R:1
C -0.24254 0.19888 -1.16351 -0.38
C 0.67309 -0.07236 -0.23808 -0.03
C -3.08286 0.09463 -0.17629 0.43
C 0.42704 0.16471 1.17805 -0.65
C 2.02609 -0.65498 -0.51705 -0.66
O -2.63013 -0.99370 0.31288 -0.65
O -2.87953 1.13678 0.72814 -0.75
H -1.10276 0.81630 -0.97098 0.19
H 0.04016 -0.00462 -2.15379 0.19
H 1.26966 0.15464 1.91485 0.23
H -0.40215 -0.41767 1.56934 0.19
H 0.19450 1.30992 1.40197 0.23
H 2.31066 -1.29585 0.43129 0.21
H 2.87142 0.00655 -0.88949 0.24
H 2.09105 -1.39148 -1.42468 0.22
H -2.10351 -0.78466 1.13277 0.47
H -3.17196 1.97828 0.36942 0.50
```

Values from the calculation:
HOMO-LUMO gap	9.9042	eV
largest force on an atom	4.9	eV/Å
charge	0
E_tot	-346.861047	hartree



ORCA calculation (ωB97M-V/def2-TZVPD) on 2 unconnected molecules or ions with the total composition C5H11NO.

XYZ file:
```
18
Properties=species:S:1:pos:R:3:lowdin_spin:R:1
N -0.75185 -1.45198 0.03612 0.18
C -1.11798 -0.22052 -0.23172 0.12
C -0.36133 0.88038 0.21994 0.30
C 0.74419 0.74038 1.08290 0.04
C 1.62646 1.74519 1.29276 0.31
C -2.37426 -0.02984 -1.02029 0.01
H -1.22585 -2.19440 -0.46165 0.00
H 0.23339 -1.65081 0.25377 0.00
H -0.63471 1.87654 -0.08403 0.01
H 0.83493 -0.20155 1.60159 0.00
H 2.50204 1.65818 1.93449 0.02
H 1.55602 2.70171 0.79733 0.01
H -2.22155 -0.33707 -2.05071 0.00
H -2.63022 1.02382 -1.05417 0.00
H -3.24200 -0.52057 -0.58655 0.00
H 2.09398 -0.63707 -0.82422 0.00
H 2.94024 -1.83988 -0.41117 0.00
O 2.02848 -1.54251 -0.49438 0.00
```

Values from the calculation:
HOMO-LUMO gap (alpha / beta)	9.4771 / 8.8076	eV
largest force on an atom	1.0	eV/Å
charge	+1
E_tot	-326.824089	hartree
2S+1	2